Entry from the OMol25 dataset: a molecular structure, C34H46CrIN7O3P (ωB97M-V/def2-TZVPD).

As for the HOMO energy (alpha / beta): -4.35 / -4.42 eV. The calculation puts the molecular weight at 810.7 g/mol. As for the frontier orbital gap (alpha / beta): 6.49 / 6.52 eV. As for the max |F|: 0.5 eV Å⁻¹.

The geometry in ORCA input format:
```
! RIJCOSX wB97M-V def2-TZVPD def2/J DEFGRID3
* xyz -1 5
Cr -0.894 -1.089 0.739
C -4.541 -0.438 -2.310
C -4.291 0.706 -1.367
N -5.218 1.575 -1.197
C -5.026 2.613 -0.300
C -4.015 2.638 0.594
C -3.982 3.747 1.605
O -4.429 3.331 2.903
C -2.990 1.618 0.551
C -2.104 1.494 1.612
N -1.124 0.619 1.840
C -0.331 0.875 2.987
C 0.008 2.179 3.375
C 0.815 2.400 4.482
C 1.320 1.335 5.216
C 1.000 0.033 4.833
C 0.191 -0.160 3.742
I -0.010 -2.780 2.738
C -2.943 0.844 -0.697
O -2.162 -0.362 -0.710
H -5.308 -0.127 -3.017
H -4.918 -1.317 -1.781
H -3.635 -0.722 -2.848
H -5.757 3.410 -0.354
H -4.598 4.574 1.238
H -2.970 4.126 1.749
H -5.262 2.867 2.769
H -2.279 2.211 2.410
H -0.312 3.022 2.773
H 1.075 3.417 4.751
H 1.962 1.514 6.071
H 1.390 -0.818 5.382
O -2.861 -1.619 1.499
C -3.573 -2.532 0.673
C -2.587 -3.389 -0.071
C -2.956 -4.617 -0.597
C -2.016 -5.350 -1.299
C -0.732 -4.848 -1.439
C -0.438 -3.624 -0.874
N -1.350 -2.909 -0.218
H -3.400 -0.838 1.687
H -4.178 -1.983 -0.049
H -4.223 -3.160 1.286
H -3.963 -4.985 -0.450
H -2.282 -6.309 -1.724
H 0.035 -5.391 -1.972
H 0.534 -3.161 -0.932
C 4.957 -0.690 0.138
C 3.522 -1.203 0.301
C 3.466 -2.649 -0.213
C 3.227 -1.267 1.813
P 2.118 -0.219 -0.543
N 0.727 -0.732 -0.098
C 2.431 1.602 -0.113
C 3.567 2.303 -0.869
C 2.777 1.693 1.380
C 1.121 2.378 -0.324
C 2.261 -0.388 -2.433
C 3.671 -0.402 -3.028
C 1.476 0.746 -3.105
C 1.526 -1.667 -2.863
H 5.623 -1.380 0.669
H 5.094 0.290 0.593
H 5.295 -0.641 -0.894
H 4.183 -3.246 0.360
H 3.728 -2.742 -1.265
H 2.478 -3.077 -0.043
H 3.538 -2.240 2.203
H 2.167 -1.166 2.032
H 3.770 -0.501 2.364
H 4.521 1.783 -0.778
H 3.697 3.298 -0.431
H 3.357 2.447 -1.925
H 3.795 1.364 1.589
H 2.092 1.122 2.002
H 2.704 2.740 1.685
H 0.917 2.602 -1.368
H 1.189 3.332 0.208
H 0.270 1.824 0.067
H 4.261 0.468 -2.738
H 3.576 -0.381 -4.119
H 4.230 -1.301 -2.772
H 1.981 1.707 -3.067
H 0.484 0.847 -2.678
H 1.339 0.490 -4.159
H 1.978 -2.577 -2.472
H 1.553 -1.723 -3.955
H 0.482 -1.616 -2.558
N -1.787 0.878 -1.564
C -1.776 0.631 -2.925
N -1.909 1.727 -3.669
C -2.100 2.922 -3.083
N -2.247 3.989 -2.650
*
```